# 1
A cluster of 11 separate species, BF4H20O10 in total in a non-equilibrium geometry, computed with ωB97M-V with the def2-TZVPD basis set.

Summary:
E_LUMO = 1.99 eV
energy relative to the best compared isomer or geometry (same formula, charge and spin) = 46.9 kcal per mole
total charge = -1
E = -32354.76948 eV

Each line ends with the Löwdin charge.
Geometry (Å):
F (-0.07306, 0.48827, -0.74593)  0.147
F (-2.18101, 0.03639, -0.18878)  0.106
F (-0.56667, -0.20653, 1.37665)  0.085
F (-0.62997, -1.58148, -0.45579)  0.093
O (0.77268, -2.65533, -4.38552)  -0.055
O (1.34710, 3.71830, -4.74494)  -0.053
O (-4.62728, -0.13159, -3.42600)  -0.057
O (4.26183, 0.88325, -3.15151)  -0.053
O (-3.10745, -4.76119, 0.79375)  -0.052
O (-1.37785, 4.19060, 1.96076)  -0.056
O (-3.56261, -1.97220, 4.62085)  -0.054
O (2.01087, -4.05892, 2.88200)  -0.055
O (3.01732, 3.00110, 1.31780)  -0.050
O (2.54481, 2.52287, 5.32660)  -0.057
B (-0.85480, -0.29593, 0.00889)  -1.411
H (-1.45402, 3.23792, 2.01394)  0.030
H (-3.20505, -2.85050, 4.75114)  0.022
H (2.91876, 1.64835, 5.43432)  0.026
H (-1.36216, 4.37808, 1.02223)  0.025
H (2.43750, 2.62315, 4.38074)  0.022
H (-2.74636, -5.18811, 1.57066)  0.020
H (1.36890, -3.44821, 2.51987)  0.030
H (0.58091, -2.44975, -3.47055)  0.030
H (-2.46790, -4.08414, 0.57285)  0.028
H (2.47742, 2.34984, 0.86993)  0.029
H (0.70561, 3.00877, -4.70901)  0.031
H (-3.08199, -1.62657, 3.86868)  0.031
H (1.73340, -4.91699, 2.56114)  0.024
H (-4.07838, 0.49262, -3.90067)  0.023
H (1.51719, 3.84099, -5.67887)  0.025
H (1.23936, -1.88586, -4.71166)  0.021
H (3.23873, 3.63770, 0.63813)  0.027
H (3.86157, 1.32859, -3.89830)  0.020
H (3.58630, 0.89720, -2.47351)  0.029
H (-4.24367, -0.17072, -2.54990)  0.027

---

# 2
A cluster of 11 separate species, BF4H20O10 in total in a non-equilibrium geometry, computed with ωB97M-V with the def2-TZVPD basis set.

Summary:
E_LUMO = 2.25 eV
energy relative to the best compared isomer or geometry (same formula, charge and spin) = 36.1 kcal per mole
total charge = -1
E = -32355.23642 eV

Each line ends with the Löwdin charge.
Geometry (Å):
F (-0.46297, -1.61871, 0.80520)  0.154
F (-1.80897, 0.18629, 1.16520)  0.058
F (0.44403, 0.50529, 0.88420)  0.104
F (-0.87297, -0.18171, -0.91080)  0.153
O (-1.97897, 2.31529, -0.62180)  -0.019
O (2.66103, 0.30329, -0.82380)  -0.053
O (-2.39197, -3.72371, -1.60580)  -0.045
O (1.91303, -2.29971, -0.34380)  -0.071
O (2.35803, -1.10171, 2.06720)  -0.047
O (-1.79297, -2.04571, 3.06520)  -0.047
O (2.89403, 2.79429, 0.40720)  -0.060
O (0.96703, 1.51429, -2.88080)  -0.014
O (-1.81197, 1.95429, 3.27920)  -0.039
O (-1.01197, -1.12471, -3.32580)  -0.053
B (-0.65397, -0.30371, 0.44420)  -1.219
H (-1.98697, 3.09429, -0.08280)  0.023
H (1.98803, 2.88129, 0.07420)  0.042
H (1.59703, -0.64771, 2.48520)  0.043
H (-1.30597, -1.36771, 3.53320)  0.029
H (0.25603, 1.54429, -2.28280)  -0.011
H (-1.85397, 1.59529, -0.02980)  -0.032
H (1.78503, 0.58729, -1.03080)  -0.015
H (1.01703, -2.08171, -0.10180)  -0.018
H (-3.12497, -3.15971, -1.34880)  0.036
H (2.23503, -1.61071, -0.98280)  0.044
H (-1.63197, 2.71329, 2.70620)  0.034
H (-0.43997, -1.87871, -3.38180)  0.021
H (2.91603, 0.90529, -0.12280)  0.011
H (-1.99297, -1.59471, 2.24820)  -0.006
H (2.02903, -1.01271, 1.21920)  -0.080
H (1.29703, 2.40829, -2.98380)  0.042
H (-2.14897, 1.27529, 2.74020)  -0.024
H (-0.90897, -0.69771, -2.46780)  -0.016
H (3.41703, 3.12529, -0.36380)  0.072
H (-1.59297, -3.25171, -1.43180)  0.000

---

# 3
A cluster of 11 separate species, BF4H20O10 in total, computed with ωB97M-V with the def2-TZVPD basis set.

Summary:
E_LUMO = 2.61 eV
energy relative to the best compared isomer or geometry (same formula, charge and spin) = 19.3 kcal per mole
total charge = -1
E = -32355.96822 eV

Each line ends with the Löwdin charge.
Geometry (Å):
F (-4.22122, 7.06183, 20.65410)  0.128
F (-2.12252, 6.17239, 20.35705)  0.115
F (-3.90359, 4.78306, 20.72170)  0.129
F (-3.08867, 6.10241, 22.41863)  0.117
O (-7.57909, 7.63209, 20.29001)  -0.054
O (-2.56511, 9.18492, 19.62136)  -0.058
O (-5.97791, 5.67277, 23.09192)  -0.043
O (-3.41502, 6.90378, 17.64415)  -0.050
O (-3.15976, 5.98979, 25.32820)  -0.051
O (-1.96294, 2.83821, 20.45700)  -0.051
O (-2.34624, 8.84234, 22.83508)  -0.043
O (0.31783, 6.38901, 19.23977)  -0.062
O (-6.04120, 3.02856, 20.73261)  -0.058
O (-0.61465, 4.87347, 23.68639)  -0.054
B (-3.34695, 6.02611, 21.04213)  -1.239
H (-0.56680, 6.22531, 19.59782)  -0.007
H (-0.93807, 5.17557, 24.54164)  0.013
H (-5.15962, 6.04624, 22.74945)  -0.007
H (-3.34838, 6.78969, 18.59992)  -0.010
H (-2.93860, 8.41317, 20.06804)  -0.015
H (-6.19242, 4.96977, 22.47122)  0.016
H (-1.23725, 2.84431, 19.82808)  0.030
H (-6.96332, 7.42340, 19.58104)  0.027
H (-3.83017, 6.40629, 25.87493)  0.037
H (-6.48741, 3.83205, 20.45103)  0.026
H (-3.22628, 9.40558, 18.95990)  0.029
H (-8.11290, 8.35363, 19.94794)  0.025
H (-1.51713, 8.48111, 23.15855)  0.035
H (0.17025, 6.66859, 18.33377)  0.019
H (-2.38451, 3.70114, 20.35539)  -0.006
H (-2.87216, 8.06525, 22.61418)  -0.003
H (-5.10516, 3.22659, 20.59672)  0.017
H (-0.76684, 5.61967, 23.10030)  0.014
H (-2.50207, 6.99399, 17.36051)  0.031
H (-3.40436, 6.22210, 24.42466)  0.002